The following is a quantum chemistry calculation of an isolated molecule of C18H21NO4S in a non-equilibrium geometry, from OMol25.

Summary:
SMILES string ... CCOCCOC(=O)c1[nH]c2c(c1C)C(=O)C[C@@H](c1cccs1)C2
F_max ... 18.26 eV/A
Energy relative to the best compared isomer or geometry (same formula, charge and spin) ... 1790.2 kJ/mol
E ... -1451.77444 hartree
Frontier orbital gap ... 8.13 eV
Highest occupied orbital energy ... -8.053 eV

Each line ends with the natural charge from an NBO analysis.
CARTESIAN COORDINATES (ANGSTROEM)
C1 -2.788 7.879 0.142  -0.627
C2 -1.882 6.783 0.014  -0.007
O1 -2.762 5.605 0.197  -0.549
C3 -1.960 4.320 -0.049  -0.101
C4 -0.856 3.936 0.950  -0.106
H1 -1.484 3.658 2.068  0.172
H2 -0.099 4.548 1.413  0.223
O2 -0.317 2.665 0.641  -0.542
C5 -0.953 1.461 0.833  0.759
O3 -2.031 1.457 1.355  -0.628
C6 -0.308 0.257 0.577  -0.098
C7 1.082 0.108 -0.048  0.123
C8 1.529 -1.100 -0.210  -0.247
C9 0.109 -1.827 0.352  0.248
N1 -0.674 -0.888 0.565  -0.394
H3 -1.569 -1.104 1.153  0.431
C10 0.134 -3.222 0.333  -0.468
H4 -0.988 -3.562 0.103  0.217
H5 0.063 -3.640 1.217  0.240
C11 0.916 -3.942 -0.640  -0.294
C12 0.848 -5.418 -0.855  -0.019
C13 1.561 -6.471 -0.013  -0.242
C14 1.052 -7.679 -0.303  -0.313
C15 0.005 -7.784 -0.941  -0.188
S1 -0.674 -6.148 -1.823  0.167
H6 -0.575 -8.476 -1.415  0.214
H7 1.830 -8.457 0.029  0.244
H8 2.335 -6.088 0.385  0.207
C16 2.434 -3.496 -0.362  -0.470
C17 2.565 -1.868 -0.489  0.552
O4 3.443 -1.407 -1.011  -0.510
H9 3.109 -3.897 -1.276  0.241
H10 2.608 -3.677 0.582  0.193
H11 0.781 -3.508 -1.772  0.217
C18 2.202 1.281 -0.248  -0.574
H12 2.865 0.852 -0.521  0.174
H13 2.271 1.962 0.464  0.221
H14 1.736 1.910 -0.768  0.221
H15 -2.802 3.471 -0.086  0.215
H16 -1.509 4.136 -0.888  0.162
H17 -1.288 6.655 -0.811  0.168
H18 -1.108 6.548 1.003  0.128
H19 -3.474 7.667 -0.702  0.217
H20 -3.126 7.862 1.035  0.216
H21 -2.251 8.641 -0.180  0.209


The following is a quantum chemistry calculation of C5H12NO2 as an isolated structure in a non-equilibrium geometry, from OMol25.

Summary:
F_max ... 5.08 eV/A
Energy relative to the best compared isomer or geometry (same formula, charge and spin) ... 1176.4 kJ/mol
Charge ... +1
E ... -402.27377 hartree
Frontier orbital gap ... 4.58 eV
Highest occupied orbital energy ... -13.707 eV

Each line ends with the natural charge from an NBO analysis.
CARTESIAN COORDINATES (ANGSTROEM)
O1 -1.552 0.129 1.548  -0.425
C1 -1.526 0.894 0.479  0.038
C2 -2.313 0.721 -0.716  -0.014
C3 -0.356 0.610 -0.496  -0.487
C4 -0.003 -0.916 -0.523  -0.420
C5 0.751 -1.248 0.790  -0.251
N1 1.545 -0.180 1.350  -0.559
H1 -1.228 1.945 0.840  0.267
H2 -2.661 -0.339 -0.818  0.250
H3 -2.919 1.472 -1.178  0.267
H4 0.418 1.068 0.056  0.358
H5 -0.151 1.085 -1.463  0.362
H6 0.720 -1.044 -1.336  0.312
H7 -0.059 -1.362 1.526  0.294
H8 1.986 -0.577 2.227  0.410
H9 2.253 0.273 0.772  0.440
H10 -0.941 -1.477 -0.752  0.228
H11 1.365 -2.104 0.779  0.283
H12 2.637 0.743 -1.872  0.470
O2 2.035 0.307 -1.212  -0.824


The following is a quantum chemistry calculation of C22H38FNO2PdSi3 as an isolated structure in a non-equilibrium geometry, from OMol25.

Summary:
Spin multiplicity ... 3
F_max ... 2.08 eV/A
E ... -2162.55064 hartree
Frontier orbital gap (spin up / spin down) ... 7.34 / 6.94 eV
Highest occupied orbital energy (spin up / spin down) ... -7.181 / -7.674 eV

Each line ends with the Mulliken spin population.
CARTESIAN COORDINATES (ANGSTROEM)
Pd1 -0.471 0.620 -0.072  0.825
C1 0.923 0.465 4.405  0.004
O1 0.734 0.231 3.018  0.048
Si1 1.593 -0.926 2.144  -0.003
C2 1.536 -2.570 3.085  0.011
C3 3.409 -0.403 2.200  0.000
C4 0.692 -0.995 0.523  0.752
Si2 -0.998 -1.838 0.567  -0.111
C5 -0.823 -3.732 0.553  0.036
C6 -2.385 -1.528 -0.721  0.081
C7 -1.892 -1.371 2.192  0.070
Si3 2.001 -0.539 -1.281  0.021
C8 2.516 1.164 -0.546  0.046
C9 3.224 -0.285 -2.809  0.034
C10 2.688 -2.298 -0.880  0.153
H1 0.908 -0.471 4.970  0.000
H2 0.109 1.096 4.766  0.001
H3 1.875 0.971 4.592  0.000
H4 2.135 -2.522 3.998  0.001
H5 1.941 -3.378 2.472  0.000
H6 0.517 -2.847 3.362  0.000
H7 3.844 -0.699 3.157  -0.001
H8 3.519 0.678 2.098  0.001
H9 3.993 -0.879 1.410  0.000
H10 -0.224 -4.072 -0.295  0.000
H11 -1.811 -4.194 0.477  0.001
H12 -0.344 -4.094 1.465  -0.002
H13 -2.115 -1.883 -1.713  -0.001
H14 -2.662 -0.475 -0.796  -0.033
H15 -3.272 -2.077 -0.396  0.001
H16 -1.295 -1.604 3.075  -0.001
H17 -2.838 -1.914 2.269  0.006
H18 -2.109 -0.300 2.211  -0.016
H19 1.856 1.553 0.228  -0.010
H20 2.565 1.896 -1.355  0.003
H21 3.522 1.093 -0.127  -0.001
H22 2.947 0.600 -3.389  0.000
H23 3.204 -1.144 -3.488  0.000
H24 4.258 -0.149 -2.472  0.000
H25 2.811 -2.497 0.185  -0.030
H26 3.653 -2.421 -1.373  0.014
H27 1.999 -3.049 -1.273  -0.004
O2 0.053 2.532 1.564  0.024
C11 -1.177 3.139 1.876  0.000
C12 -2.018 3.303 0.633  0.002
C13 -2.714 4.477 0.385  0.000
C14 -3.516 4.562 -0.740  0.001
C15 -3.602 3.466 -1.583  0.000
C16 -2.867 2.338 -1.268  0.001
N1 -2.081 2.255 -0.194  0.033
H28 0.229 1.764 2.146  -0.005
H29 -0.998 4.119 2.327  0.000
H30 -1.748 2.534 2.590  -0.002
H31 -2.628 5.310 1.070  0.000
H32 -4.067 5.468 -0.958  0.000
H33 -4.227 3.478 -2.465  0.000
H34 -2.908 1.460 -1.899  0.002
F1 -2.413 -0.112 -5.370  0.000
C17 -1.474 -0.224 -4.408  0.007
C18 -1.061 0.911 -3.745  0.006
C19 -0.092 0.792 -2.751  0.023
C20 0.475 -0.449 -2.434  -0.007
C21 0.026 -1.566 -3.142  0.011
C22 -0.941 -1.468 -4.131  0.010
H35 -1.473 1.873 -4.020  0.001
H36 0.299 1.700 -2.300  -0.002
H37 0.461 -2.538 -2.934  -0.002
H38 -1.275 -2.337 -4.682  0.000


The following is a quantum chemistry calculation of a 2-piece molecular cluster, C3H10NO2S overall in a non-equilibrium geometry, from OMol25.

Summary:
Spin multiplicity ... 2
F_max ... 1.22 eV/A
Energy relative to the best compared isomer or geometry (same formula, charge and spin) ... 22.5 kJ/mol
E ... -723.62381 hartree
Frontier orbital gap (spin up / spin down) ... 10.02 / 6.94 eV
Highest occupied orbital energy (spin up / spin down) ... -9.282 / -9.281 eV

Each line ends with the Mulliken spin population.
CARTESIAN COORDINATES (ANGSTROEM)
C1 0.486 -0.704 0.748  0.005
C2 0.403 -1.861 1.732  -0.001
S1 1.869 -2.169 2.715  0.000
N1 -0.826 -0.502 0.110  -0.007
C3 -1.006 0.852 -0.363  0.003
O1 -0.225 1.200 -1.445  0.893
H1 1.317 -0.899 0.056  0.002
H2 0.774 0.245 1.207  0.000
H3 -0.441 -1.670 2.377  0.000
H4 0.099 -2.745 1.164  0.000
H5 2.840 -1.561 2.023  0.000
H6 -0.810 -1.092 -0.711  -0.002
H7 -0.717 1.540 0.445  0.053
H8 -2.044 0.951 -0.707  0.051
H9 -0.289 2.197 -3.418  0.001
H10 -0.771 3.125 -2.487  -0.001
O2 -0.660 3.093 -3.447  0.003


The following is a quantum chemistry calculation of C4H11Cl2DyY as an isolated structure in a non-equilibrium geometry, from OMol25.

Summary:
Spin multiplicity ... 6
F_max ... 1.95 eV/A
Charge ... -1
E ... -2002.75856 hartree
Frontier orbital gap (spin up / spin down) ... 6.13 / 6.27 eV
Highest occupied orbital energy (spin up / spin down) ... -3.483 / -3.570 eV

Each line ends with the Mulliken spin population.
CARTESIAN COORDINATES (ANGSTROEM)
Y1 -1.143 -0.814 -0.018  -0.016
Cl1 -0.008 0.727 -1.772  -0.010
C1 -3.230 0.263 -0.036  0.000
C2 -0.403 -2.752 -1.101  0.001
H1 -4.004 -0.499 0.146  0.000
H2 -3.341 1.020 0.760  0.000
H3 -3.483 0.764 -0.984  0.000
H4 -1.110 -3.586 -0.935  0.000
H5 0.578 -3.105 -0.727  0.000
H6 -0.291 -2.659 -2.197  0.000
Dy1 1.012 1.929 0.284  5.267
C3 3.176 1.337 0.333  -0.193
C4 0.162 0.123 1.666  -0.049
H7 3.397 0.535 1.045  0.005
H8 3.481 1.044 -0.681  0.002
H9 3.674 2.267 0.628  -0.005
H10 0.692 -0.862 1.881  0.010
H11 -0.501 0.184 2.563  0.011
Cl2 1.342 4.085 -0.854  -0.023


What is the E in the first record?
-1451.77444 hartree


Which formula does entry 4 have?
C3H10NO2S


Which formula does entry 2 have?
C5H12NO2